C33H31AsNO8PPdS2Si as an isolated structure in a non-equilibrium geometry, computed with ωB97M-V with the def2-TZVPD basis set.

```
79
Properties=species:S:1:pos:R:3:forces:R:3
Pd -11.28801 -14.36757 -1.47831 -1.1 -0.4 -0.8
O -13.57980 -12.18482 -1.16665 1.0 0.7 -0.8
As -14.43595 -13.71527 -1.17843 -1.6 -0.7 2.1
O -15.30324 -13.73348 0.26109 0.5 0.0 -1.9
O -12.81416 -15.43517 -0.54717 0.9 -0.3 0.0
C -15.43257 -14.20171 -2.84730 -1.6 0.7 0.6
C -16.72600 -14.80025 -2.74929 1.6 -0.2 -0.4
C -17.29652 -15.41910 -3.86053 0.5 0.2 -0.1
C -16.66321 -15.32445 -5.10110 0.4 0.3 0.0
C -15.41878 -14.68272 -5.18611 -0.5 0.3 -0.1
C -14.82051 -14.09347 -4.08079 -0.1 -0.7 -0.1
S -13.29691 -13.19034 -4.29445 1.2 -0.1 1.1
O -13.56612 -11.87967 -3.63141 0.6 -1.0 -1.1
O -12.99838 -13.13167 -5.69759 -0.1 0.0 0.4
O -12.24011 -13.96573 -3.50693 -1.1 0.9 -0.7
H -13.34371 -11.95936 -2.15056 -0.7 -0.1 0.9
H -17.22515 -14.85377 -1.80386 0.0 0.0 0.5
H -18.19443 -16.01385 -3.73338 -0.1 0.3 -0.1
H -17.14962 -15.68019 -6.01481 0.3 -0.1 0.4
H -14.90049 -14.55242 -6.11682 0.0 -0.1 -0.4
O -12.98708 -17.98567 -4.41011 -0.5 0.1 2.0
C -13.13425 -17.97771 -3.19697 0.7 0.2 -1.0
O -12.95859 -16.84114 -2.44244 0.0 -0.7 0.7
C -13.41522 -19.14545 -2.29971 0.0 -0.7 -1.7
C -13.70040 -20.44865 -2.77744 -0.1 1.3 0.0
C -13.92720 -21.47229 -1.86576 0.6 0.1 -1.2
C -13.79563 -21.16034 -0.53012 -0.3 0.8 1.3
C -13.59966 -19.82823 -0.08190 0.2 -1.4 -0.3
C -13.33707 -18.80836 -0.98303 -0.4 -0.7 -0.2
P -12.93686 -17.01565 -0.64443 -1.4 -0.9 -1.6
C -11.30202 -17.44081 -0.07913 0.7 -0.5 -0.1
C -11.05752 -18.27132 1.01910 0.1 0.0 0.8
C -9.75875 -18.44401 1.49886 -0.9 -0.8 -0.1
C -8.68413 -17.95519 0.78173 0.5 0.1 0.5
C -8.90175 -17.21167 -0.35585 -0.7 0.5 -0.6
C -10.21279 -16.98046 -0.81622 0.7 0.6 0.6
C -14.24727 -17.03074 0.59950 0.3 0.5 1.5
C -13.91568 -16.52626 1.87182 -1.3 0.0 -0.3
C -14.92304 -16.40995 2.83255 0.6 -0.2 0.1
C -16.18323 -16.91167 2.56461 -0.8 0.5 -0.1
C -16.52382 -17.40854 1.29655 -0.2 -0.1 1.0
C -15.54091 -17.49943 0.34316 0.6 0.0 -0.6
H -13.77306 -20.53414 -3.85692 0.0 -0.4 0.1
H -14.13210 -22.49340 -2.21857 0.1 0.5 0.3
H -13.90901 -21.96322 0.19466 -0.1 0.2 0.1
H -13.65049 -19.60572 0.96523 0.0 -0.2 0.4
H -11.85075 -18.81495 1.55897 0.3 0.8 -0.4
H -9.64162 -19.05546 2.40014 0.2 0.3 -0.4
H -7.67987 -18.14470 1.15117 -0.1 0.2 -0.2
H -8.08377 -16.72910 -0.86737 0.2 -0.2 -0.2
H -10.35670 -16.39136 -1.74806 0.0 -0.4 0.2
H -12.90834 -16.23812 2.12421 0.1 0.3 -0.2
H -14.72005 -15.90522 3.78478 0.0 -0.5 -0.3
H -16.93376 -16.83750 3.35446 0.1 -0.1 -0.3
H -17.54379 -17.74841 1.08962 0.4 0.1 0.1
H -15.73520 -18.00809 -0.59899 -0.1 0.3 0.0
C -10.98559 -9.56109 -1.38511 -0.7 -0.1 0.7
Si -10.98448 -9.76707 0.49497 -0.1 1.8 -0.2
C -9.80421 -8.46990 1.23919 0.2 0.3 0.4
C -12.72108 -9.55732 1.20481 0.2 0.4 0.2
C -10.40526 -11.42945 1.05639 0.3 -0.4 -0.7
C -10.52163 -11.77920 2.39779 0.6 -0.8 0.0
C -10.49570 -13.12974 2.73567 -0.4 0.7 0.3
C -10.63854 -14.07366 1.72672 -0.4 -0.1 -1.1
N -10.63666 -13.75111 0.42967 1.6 0.8 1.6
C -10.25699 -12.45864 0.10331 -1.3 -0.8 0.7
S -9.89790 -12.34223 -1.57752 0.4 0.2 0.2
H -11.42429 -8.58682 -1.60518 0.2 0.2 0.0
H -11.63630 -10.25925 -1.91781 0.1 -0.1 0.1
H -9.98372 -9.64492 -1.77133 0.3 0.3 -0.3
H -10.35404 -7.62563 1.67124 -0.2 -0.1 -0.2
H -9.13452 -8.02073 0.48612 -0.2 -0.3 0.2
H -9.17711 -8.81301 2.08793 -0.3 -0.1 -0.6
H -13.01935 -8.51620 1.01206 0.0 -0.2 -0.1
H -12.79868 -9.68785 2.28969 0.3 0.0 -0.1
H -13.46824 -10.20722 0.76588 0.0 -0.2 -0.3
H -10.56453 -11.01498 3.17245 -0.2 -0.1 -0.2
H -10.57339 -13.44474 3.77011 0.2 0.0 -0.1
H -10.84107 -15.09537 1.98592 -0.1 -0.4 -0.2
```
Positions in Å, forces in eV/Å.

Computed properties:
* LUMO level (spin up / spin down): -0.959 / -4.016 eV
* multiplicity: 5
* total charge: 0